1.
C4H6N2 | ωB97M-V/def2-TZVPD

Properties
HOMO energy ... -8.488 eV
LUMO level ... 1.047 eV
Energy above the lowest of the compared OMol25 structures with the same formula, charge and spin ... 3.323 eV
HOMO-LUMO gap ... 9.54 eV
Calculated total energy ... -7222.2677 eV
Molecular weight ... 82.106 g mol⁻¹

Last column: Löwdin charge in e.
Cartesian coordinates (Å):
N1 -0.17822 0.25297 -1.34287  -0.004
C1 1.10534 -0.04487 -1.26516  -0.039
C2 1.17751 -0.75266 0.08222  -0.218
N2 -0.10994 -0.62074 0.78886  -0.061
C3 -1.02303 -0.05749 -0.15682  -0.268
C4 -0.58678 0.74343 1.01255  -0.096
H1 1.35677 -1.81884 -0.11794  0.105
H2 1.98799 -0.40701 0.73057  0.106
H3 -2.01431 -0.50359 -0.27771  0.140
H4 -0.58803 0.75074 -2.12422  0.122
H5 0.03313 1.59855 0.74166  0.114
H6 -1.16043 0.85952 1.92886  0.100

Atomic forces in eV per Å
-0.2 -0.1 0.2
-0.8 0.0 0.3
0.2 0.0 0.0
0.1 -0.2 0.1
0.0 0.0 -0.1
0.1 0.2 0.2
0.1 0.2 0.0
0.0 0.0 -0.2
0.4 0.2 -0.3
0.2 -0.2 0.1
0.1 -0.2 0.2
-0.1 0.0 -0.3

***

2.
C45H68GeN6P3RuS | ωB97M-V/def2-TZVPD

Properties
HOMO energy (spin up / spin down) ... -17.223 / -18.276 eV
LUMO level (spin up / spin down) ... -9.710 / -12.481 eV
Spin multiplicity ... 6
HOMO-LUMO gap (spin up / spin down) ... 7.51 / 5.80 eV
⟨S²⟩ ... 8.85
Charge ... +4
Calculated total energy ... -154474.5928 eV
Molecular weight ... 991.750 g mol⁻¹

Last column: Löwdin charge in e.
Cartesian coordinates (Å):
Ru1 -1.34596 1.18063 -0.73340  0.339
C1 -0.32303 4.45120 3.10554  -0.079
C2 -1.15570 3.39413 2.36763  -0.517
C3 -1.19362 2.09868 3.18287  -0.111
P1 -0.61464 3.05387 0.64359  0.950
C4 1.24540 3.13708 0.72446  -0.282
N1 1.88889 1.92039 0.23238  -0.112
Ge1 0.82953 0.24298 -0.13266  1.010
N2 0.69759 -2.07045 2.07717  -0.048
C5 -0.51418 -1.31787 2.49808  -0.510
P2 -2.87406 -0.36575 0.39931  0.707
C6 -3.71628 -1.55992 -0.74203  -0.596
C7 -4.75032 -2.48559 -0.09516  -0.094
C8 -2.67673 -2.37581 -1.51284  -0.133
C9 -4.18213 0.59605 1.29178  -0.583
C10 -4.81128 -0.07541 2.51040  -0.101
C11 -5.21896 1.05313 0.25519  -0.096
C12 1.91462 -1.46027 2.62678  -0.175
C13 2.07192 -1.59170 4.00182  0.003
C14 3.19649 -1.13579 4.66757  -0.011
C15 4.20836 -0.54611 3.93305  -0.012
C16 4.06674 -0.39830 2.56163  0.013
C17 2.93081 -0.83171 1.88751  -0.136
N3 2.83579 -0.57102 0.42828  -0.066
C18 3.73439 0.51410 -0.02335  -0.170
C19 5.02861 0.30353 -0.40202  0.021
C20 5.85107 1.40595 -0.69106  0.042
C21 5.37030 2.72047 -0.57865  0.001
C22 4.06762 2.94784 -0.22076  0.057
C23 3.19876 1.84065 0.01514  -0.211
C24 2.99422 -1.70272 -0.46714  -0.172
C25 3.72677 -2.81504 -0.18615  0.002
C26 3.95834 -3.74339 -1.21321  0.026
C27 3.47100 -3.52624 -2.51422  -0.004
C28 2.71404 -2.42087 -2.80240  0.052
C29 2.41399 -1.48833 -1.76534  -0.211
N4 1.61562 -0.42801 -1.87559  -0.109
C30 1.02673 -0.04761 -3.15615  -0.290
P3 -0.45285 1.08382 -2.99094  0.955
C31 -1.67757 0.26745 -4.11073  -0.537
C32 -3.09864 0.80206 -3.89331  -0.102
C33 -1.30970 0.24728 -5.59685  -0.079
C34 0.11631 2.69485 -3.68764  -0.532
C35 1.09394 2.61590 -4.86658  -0.083
C36 -1.10196 3.56934 -4.01434  -0.097
C37 -1.13920 4.46315 -0.43351  -0.548
C38 -2.64712 4.33579 -0.68316  -0.120
C39 -0.79332 5.87773 0.03671  -0.082
H1 -0.84322 4.73295 4.02173  0.106
H2 -0.15740 5.35918 2.53577  0.066
H3 0.64499 4.04826 3.41045  0.079
H4 -2.17897 3.76253 2.24136  0.114
H5 -0.17751 1.73459 3.37398  0.081
H6 -1.76336 1.30990 2.68831  0.025
H7 -1.65341 2.28497 4.15466  0.107
H8 1.55113 3.25303 1.76660  0.104
H9 1.58562 4.02897 0.19686  0.096
H10 -0.33784 -0.27175 2.27304  0.000
H11 -0.65975 -1.39975 3.57882  0.095
H12 -4.22949 -0.89111 -1.43841  0.094
H13 -4.29875 -3.13923 0.65412  0.065
H14 -5.17628 -3.12852 -0.86718  0.102
H15 -5.57431 -1.94772 0.36876  0.067
H16 -2.26863 -3.16977 -0.88536  0.066
H17 -1.84314 -1.76189 -1.85677  0.027
H18 -3.14635 -2.84379 -2.37935  0.100
H19 -3.64781 1.49031 1.62514  0.070
H20 -5.26210 -1.03637 2.26441  0.071
H21 -5.60213 0.56901 2.89844  0.101
H22 -4.08954 -0.23355 3.31101  0.063
H23 -5.87363 0.24078 -0.05563  0.084
H24 -4.76092 1.48946 -0.63864  0.057
H25 -5.84554 1.82494 0.70292  0.102
H26 1.29351 -2.09220 4.56831  0.133
H27 3.28451 -1.25605 5.73933  0.133
H28 5.11120 -0.19682 4.41665  0.133
H29 4.86936 0.08002 2.02237  0.118
H30 5.44094 -0.69760 -0.44244  0.141
H31 6.88157 1.23479 -0.97822  0.140
H32 6.02650 3.55462 -0.79091  0.139
H33 3.69046 3.95926 -0.17391  0.127
H34 4.14349 -2.95699 0.80264  0.127
H35 4.55765 -4.62230 -1.01163  0.132
H36 3.69697 -4.24022 -3.29527  0.137
H37 2.34043 -2.26802 -3.80526  0.127
H38 0.69205 -0.92728 -3.70769  0.094
H39 1.79522 0.43934 -3.75722  0.102
H40 -1.64686 -0.76341 -3.74619  0.081
H41 -3.24850 1.75474 -4.40103  0.081
H42 -3.33502 0.94489 -2.83535  0.029
H43 -3.82332 0.09746 -4.30429  0.101
H44 -1.35107 1.24080 -6.04136  0.080
H45 -2.03260 -0.37337 -6.12892  0.102
H46 -0.32192 -0.17759 -5.78786  0.079
H47 0.64643 3.15287 -2.84482  0.084
H48 0.76215 1.93760 -5.64897  0.072
H49 2.10144 2.33248 -4.55982  0.074
H50 1.17585 3.60656 -5.31685  0.103
H51 -1.54529 3.28293 -4.96768  0.086
H52 -0.78882 4.60996 -4.10498  0.102
H53 -1.88126 3.51851 -3.25219  0.049
H54 -0.61027 4.26977 -1.37294  0.073
H55 -3.21874 4.53978 0.22508  0.088
H56 -2.94372 3.34456 -1.04459  0.029
H57 -2.96589 5.06016 -1.43408  0.102
H58 -1.38460 6.16281 0.90675  0.088
H59 -1.02933 6.58755 -0.75752  0.100
H60 0.26405 6.00497 0.27702  0.077
C40 -1.62369 -6.08863 3.42185  0.036
C41 -0.36443 -5.46620 2.91688  -0.194
C42 0.79322 -6.14023 2.65457  0.070
C43 1.89483 -5.42091 2.18400  -0.228
N5 1.83920 -4.09679 1.96998  0.219
C44 0.72657 -3.45768 2.23955  -0.288
S1 -2.09281 -1.82366 1.75435  0.732
N6 -0.35552 -4.11784 2.71230  0.201
C45 3.17752 -6.12082 1.88798  0.010
H61 -1.43364 -6.58736 4.37339  0.119
H62 -1.96451 -6.85207 2.72134  0.117
H63 -2.42211 -5.36120 3.56411  0.095
H64 0.85015 -7.20781 2.82086  0.155
H65 -1.21726 -3.62429 2.91325  0.081
H66 3.40382 -6.85349 2.66262  0.109
H67 3.99989 -5.41506 1.80398  0.081
H68 3.07995 -6.67613 0.95009  0.112

Atomic forces in eV per Å
0.3 0.0 0.4
-0.1 -0.1 0.1
0.0 -0.1 0.1
0.0 0.0 0.1
0.2 0.1 -0.5
0.0 -0.1 -0.1
0.0 0.0 0.1
-0.6 0.3 -0.1
0.0 0.0 0.0
0.0 0.0 0.0
0.1 -0.3 -0.2
0.0 -0.1 0.1
0.0 0.0 0.0
0.0 0.0 0.0
0.0 0.0 0.0
-0.1 0.0 0.0
0.0 0.0 0.0
0.0 -0.1 -0.1
0.0 0.0 0.1
0.0 0.0 0.0
0.0 0.0 0.0
0.0 0.1 0.0
-0.1 0.1 -0.2
0.2 0.0 -0.1
-0.1 -0.1 0.1
0.2 0.0 -0.1
0.0 0.0 0.0
0.0 -0.1 0.0
0.0 -0.1 0.0
0.0 0.1 0.1
-0.1 0.2 0.1
0.1 -0.1 0.0
0.0 0.0 -0.1
0.0 0.0 0.1
0.0 0.0 0.1
0.0 -0.1 0.0
0.0 0.2 -0.2
-0.1 0.0 0.1
0.0 -0.3 0.1
0.0 0.1 -0.1
0.0 0.0 -0.1
0.0 0.0 0.0
0.0 0.1 0.1
0.0 0.1 0.0
0.0 0.0 0.0
0.0 0.1 0.2
0.0 0.1 0.0
0.0 0.0 0.0
0.0 0.0 0.0
0.0 0.0 0.0
0.0 0.0 0.0
0.0 0.0 0.0
0.0 0.0 0.0
0.0 0.0 0.0
0.0 0.0 0.0
0.0 0.1 0.0
0.0 0.0 -0.1
0.1 0.0 0.0
0.0 0.0 0.0
0.0 0.0 0.0
0.0 0.0 0.0
0.0 0.0 0.0
0.0 0.0 0.0
0.0 0.0 0.0
0.1 0.1 0.0
0.0 0.0 0.0
0.0 0.0 0.1
0.0 0.0 0.0
0.0 0.0 0.0
0.0 0.0 0.0
0.0 0.0 0.0
0.0 0.0 0.0
0.0 0.0 0.0
0.0 0.0 0.0
0.0 0.0 0.0
0.0 0.0 0.0
0.0 0.0 0.0
0.0 0.0 0.0
0.0 0.0 0.0
0.0 0.0 0.0
0.0 0.0 0.0
0.0 0.0 0.0
0.0 0.0 0.0
0.0 0.0 0.0
0.0 0.0 0.0
0.0 -0.1 0.0
0.0 0.0 -0.1
0.0 -0.1 0.1
0.0 0.0 0.0
0.0 0.0 0.1
0.0 0.0 0.0
0.0 0.0 0.0
0.0 0.0 0.0
0.0 0.0 0.0
0.0 0.0 0.0
0.0 0.0 0.0
0.0 0.0 0.0
0.0 0.0 0.0
0.0 0.0 0.0
0.0 0.0 0.0
0.0 0.0 0.0
0.0 0.0 0.0
0.0 0.0 0.0
0.0 -0.1 0.0
0.0 0.0 0.0
0.0 0.0 0.0
0.0 0.0 0.0
0.0 0.0 0.0
0.1 0.0 0.0
-0.2 0.0 0.0
0.0 -0.1 0.0
0.2 0.0 -0.1
0.1 -0.1 0.0
-0.1 0.2 0.1
0.0 -0.1 -0.1
-0.1 0.0 0.0
0.0 0.0 0.0
0.0 0.0 0.0
0.0 0.0 0.0
0.0 0.0 0.0
0.0 0.0 0.0
0.0 0.0 0.0
0.0 0.0 0.0
0.0 0.0 0.0
0.0 0.0 0.0

***

3.
C23H36BCl3O2Si | ωB97M-V/def2-TZVPD

Properties
HOMO energy ... -8.484 eV
LUMO level ... -2.258 eV
HOMO-LUMO gap ... 6.23 eV
Calculated total energy ... -74655.0596 eV
Molecular weight ... 489.796 g mol⁻¹

Last column: Löwdin charge in e.
Cartesian coordinates (Å):
Cl1 -1.11449 2.66346 2.45172  0.509
B1 -1.36192 0.86368 2.10361  -1.849
Cl2 -1.95790 -0.11116 3.58106  0.498
Cl3 -2.57137 0.65559 0.67511  0.522
O1 -0.02253 0.32850 1.70274  -0.049
C1 0.18144 -0.84538 1.21849  -0.063
C2 1.51954 -1.37458 1.21778  -0.166
C3 1.70341 -2.76903 1.05646  0.000
C4 2.98434 -3.28454 0.91728  -0.058
C5 4.09571 -2.42791 0.96796  -0.038
C6 3.91900 -1.06029 1.23479  -0.050
C7 2.64545 -0.52903 1.38243  0.025
H1 -0.66607 -1.50824 0.98455  0.150
H2 0.81644 -3.40540 1.02319  0.128
H3 3.12673 -4.35417 0.75101  0.114
H4 5.10055 -2.83206 0.82455  0.116
H5 4.78692 -0.40517 1.31458  0.114
H6 2.48981 0.52970 1.59387  0.132
C8 -3.75040 4.52797 -4.03505  -0.116
C9 -2.30393 4.29091 -3.61374  -0.277
C10 -1.32724 4.55070 -4.76021  -0.272
C11 0.14090 4.29117 -4.39662  -0.246
Si1 0.79825 2.53297 -4.53276  0.658
C12 0.62518 1.97615 -6.32459  -0.247
C13 1.29006 2.80945 -7.43862  -0.268
C14 2.78472 2.55516 -7.62855  -0.280
C15 3.38081 3.38788 -8.76251  -0.117
C16 2.59883 2.58442 -4.02481  -0.252
C17 2.78622 3.00136 -2.56683  -0.285
C18 4.24763 3.00757 -2.11996  -0.277
C19 4.36116 3.37494 -0.64766  -0.117
C20 -0.14765 1.33109 -3.45146  -0.238
C21 -1.39433 0.74284 -3.61647  -0.074
C22 -1.59154 -0.15920 -2.53558  -0.081
C23 -0.47417 -0.07740 -1.74260  -0.141
O2 0.40055 0.82473 -2.26744  -0.036
H7 -4.41900 4.30307 -3.20057  0.069
H8 -3.90837 5.57098 -4.32885  0.071
H9 -4.02995 3.88919 -4.87999  0.070
H10 -2.04772 4.95684 -2.77994  0.114
H11 -2.18576 3.26632 -3.23789  0.088
H12 -1.62295 3.95901 -5.63848  0.100
H13 -1.42103 5.60688 -5.05580  0.110
H14 0.77652 4.87861 -5.07947  0.078
H15 0.35301 4.65052 -3.37794  0.078
H16 0.98828 0.93804 -6.36454  0.083
H17 -0.45660 1.93800 -6.53242  0.072
H18 0.78291 2.56275 -8.38319  0.110
H19 1.12202 3.88357 -7.27351  0.102
H20 3.32464 2.76285 -6.69741  0.084
H21 2.93578 1.48989 -7.84446  0.111
H22 4.45285 3.18923 -8.83990  0.067
H23 2.92067 3.13722 -9.72386  0.072
H24 3.24586 4.46039 -8.58777  0.073
H25 3.02790 1.58418 -4.19007  0.092
H26 3.12961 3.28260 -4.69128  0.075
H27 2.35731 4.00111 -2.40316  0.108
H28 2.22329 2.31462 -1.92247  0.096
H29 4.68102 2.01768 -2.30514  0.107
H30 4.80796 3.72221 -2.73390  0.109
H31 5.40996 3.39528 -0.34627  0.066
H32 3.93037 4.36317 -0.45807  0.076
H33 3.83629 2.64968 -0.01595  0.060
H34 -2.07657 0.94762 -4.43685  0.112
H35 -2.45816 -0.78198 -2.35903  0.104
H36 -0.22878 -0.61180 -0.84627  0.071

Atomic forces in eV per Å
0.1 -0.6 0.0
-1.6 0.7 0.0
0.4 0.2 -0.4
0.4 -0.1 0.5
1.0 -2.3 -1.2
-0.1 1.4 2.4
0.6 -0.2 -0.2
-0.2 0.6 -0.4
0.2 0.0 0.1
-0.5 0.1 0.2
0.0 -0.1 0.0
-0.3 -0.3 -0.2
0.1 0.4 0.0
0.3 0.1 -0.1
0.0 0.4 0.1
-0.3 0.1 0.1
-0.2 -0.2 0.0
0.1 -0.3 -0.2
0.0 0.0 0.2
0.1 -0.1 -0.1
0.0 0.2 0.1
0.1 0.0 0.0
0.2 0.6 -0.4
-0.2 -0.2 0.1
-0.1 -0.1 0.0
-0.1 0.0 0.0
0.1 -0.1 0.1
0.0 -0.1 0.1
0.1 -0.1 0.1
-0.4 0.1 0.0
0.3 0.0 0.0
-1.0 -1.0 0.6
1.2 0.4 0.0
0.5 -0.1 0.6
-1.0 0.5 -1.7
-0.2 -0.3 -0.3
-0.1 0.1 -0.1
0.0 -0.1 0.0
0.0 0.1 0.1
0.0 -0.1 -0.1
0.0 0.2 -0.1
0.0 0.1 0.1
-0.1 -0.2 0.0
0.0 -0.1 0.2
-0.1 0.1 -0.2
-0.1 0.1 -0.1
0.2 -0.1 0.1
0.1 0.1 0.1
0.0 -0.1 0.0
-0.1 0.0 -0.2
0.0 0.1 0.1
-0.1 0.1 -0.1
0.0 0.1 0.1
0.0 -0.1 0.0
0.1 0.2 0.0
-0.1 -0.2 0.2
0.1 -0.2 0.0
0.1 0.1 0.0
0.0 0.1 0.0
0.0 -0.1 0.1
0.0 0.0 0.2
0.0 -0.1 0.0
0.0 0.1 -0.1
0.2 -0.1 0.2
0.1 0.1 0.0
0.3 0.2 -0.2